DFT (ωB97M-V with the def2-TZVPD basis set) results for a 2-piece molecular cluster, C34H55Si overall at a distorted geometry.

Values from the calculation:
relative energy (zero: lowest compared OMol25 entry of this formula, charge and spin)	0.000	eV
total charge	+1
energy	-44022.3242	eV
strongest force on any atom	1.2	eV Å⁻¹
LUMO	-5.3	eV
HOMO energy	-10.1	eV

Last columns: bonded neighbours and bond lengths (Å).
Geometry (Å):
1 C 3.021 -2.080 1.995  C2 1.530, H14 1.097, H15 1.097, H16 1.097
2 C 2.435 -1.435 0.736  C1 1.530, Si3 1.875, H17 1.102, H18 1.102
3 Si 1.686 0.266 0.985  C2 1.875, C4 1.878, C6 1.873, C8 1.912
4 C 3.015 1.389 1.690  Si3 1.878, C5 1.532, H19 1.102, H20 1.102
5 C 4.240 1.565 0.788  C4 1.532, H21 1.097, H22 1.098, H23 1.097
6 C 1.118 0.969 -0.656  Si3 1.873, C7 1.529, H24 1.101, H25 1.102
7 C 1.278 0.053 -1.869  C6 1.529, H26 1.098, H27 1.098, H28 1.099
8 C 0.270 0.110 2.259  Si3 1.912, C9 1.505, H29 1.101, H30 1.102
9 C -1.064 0.584 1.747  C8 1.505, C10 1.506, C11 1.352
10 C -1.363 2.051 1.907  C9 1.506, H31 1.096, H32 1.102, H33 1.102
11 C -1.934 -0.241 1.122  C9 1.352, C12 1.500, C13 1.499
12 C -3.177 0.300 0.480  C11 1.500, H34 1.096, H35 1.102, H36 1.103
13 C -1.617 -1.689 0.901  C11 1.499, H37 1.095, H38 1.104, H39 1.100
14 H 3.443 -3.060 1.740  C1 1.097
15 H 3.827 -1.477 2.431  C1 1.097
16 H 2.261 -2.242 2.770  C1 1.097
17 H 3.220 -1.323 -0.030  C2 1.102
18 H 1.668 -2.091 0.294  C2 1.102
19 H 2.544 2.365 1.887  C4 1.102
20 H 3.313 0.983 2.670  C4 1.102
21 H 4.963 2.233 1.272  C5 1.097
22 H 4.754 0.616 0.589  C5 1.098
23 H 3.976 2.016 -0.177  C5 1.097
24 H 0.067 1.280 -0.554  C6 1.101
25 H 1.691 1.899 -0.801  C6 1.102
26 H 0.897 0.564 -2.763  C7 1.098
27 H 2.330 -0.200 -2.055  C7 1.098
28 H 0.715 -0.884 -1.754  C7 1.099
29 H 0.266 -0.932 2.612  C8 1.101
30 H 0.635 0.753 3.075  C8 1.102
31 H -0.558 2.557 2.451  C10 1.096
32 H -1.467 2.561 0.936  C10 1.102
33 H -2.293 2.230 2.470  C10 1.102
34 H -3.748 -0.511 0.013  C12 1.096
35 H -3.853 0.809 1.186  C12 1.102
36 H -2.947 1.028 -0.316  C12 1.103
37 H -2.436 -2.167 0.352  C13 1.095
38 H -0.707 -1.838 0.294  C13 1.104
39 H -1.477 -2.251 1.835  C13 1.100
40 C -8.618 1.557 9.689  C41 1.500, H62 1.093, H63 1.098, H64 1.098
41 C -7.768 1.483 8.456  C40 1.500, C42 1.393, C61 1.397
42 C -8.308 1.761 7.203  C41 1.393, C43 1.394, H65 1.095
43 C -7.544 1.709 6.037  C42 1.394, C44 1.507, C45 1.411
44 C -8.288 2.061 4.775  C43 1.507, H66 1.090, H67 1.102, H68 1.102
45 C -6.181 1.353 6.113  C43 1.411, C46 1.533, C59 1.408
46 C -5.282 1.302 4.872  C45 1.533, C47 1.534, C48 1.552, H69 1.098
47 C -5.092 2.693 4.255  C46 1.534, H70 1.097, H71 1.101, H72 1.096
48 C -5.732 0.271 3.803  C46 1.552, C49 1.469, H73 1.094, H74 1.107
49 C -5.828 -1.120 4.263  C48 1.469, C50 1.400, H75 1.096
50 C -6.408 -2.200 3.588  C49 1.400, C51 1.448, C57 1.452
51 C -6.484 -3.482 4.256  C50 1.448, C52 1.500, C53 1.384
52 C -5.987 -3.640 5.663  C51 1.500, H76 1.096, H77 1.097, H78 1.099
53 C -7.017 -4.587 3.615  C51 1.384, C54 1.401, H79 1.094
54 C -7.532 -4.507 2.315  C53 1.401, C55 1.496, C56 1.398
55 C -8.088 -5.722 1.641  C54 1.496, H80 1.093, H81 1.097, H82 1.097
56 C -7.510 -3.267 1.670  C54 1.398, C57 1.389, H83 1.094
57 C -6.974 -2.125 2.253  C50 1.452, C56 1.389, C58 1.496
58 C -7.046 -0.867 1.447  C57 1.496, H84 1.098, H85 1.101, H86 1.097
59 C -5.622 1.088 7.378  C45 1.408, C60 1.509, C61 1.394
60 C -4.163 0.736 7.535  C59 1.509, H87 1.096, H88 1.100, H89 1.100
61 C -6.413 1.147 8.524  C41 1.397, C59 1.394, H90 1.091
62 H -8.029 1.316 10.577  C40 1.093
63 H -9.047 2.558 9.829  C40 1.098
64 H -9.463 0.856 9.645  C40 1.098
65 H -9.365 2.037 7.125  C42 1.095
66 H -7.677 2.157 3.877  C44 1.090
67 H -9.076 1.318 4.570  C44 1.102
68 H -8.814 3.021 4.906  C44 1.102
69 H -4.284 0.971 5.188  C46 1.098
70 H -4.668 3.368 5.010  C47 1.097
71 H -4.398 2.656 3.401  C47 1.101
72 H -6.039 3.127 3.914  C47 1.096
73 H -6.722 0.571 3.446  C48 1.094
74 H -5.029 0.347 2.951  C48 1.107
75 H -5.457 -1.301 5.279  C49 1.096
76 H -6.163 -4.670 5.996  C52 1.096
77 H -4.910 -3.446 5.736  C52 1.097
78 H -6.502 -2.974 6.369  C52 1.099
79 H -7.032 -5.548 4.135  C53 1.094
80 H -8.441 -5.471 0.638  C55 1.093
81 H -7.335 -6.514 1.549  C55 1.097
82 H -8.930 -6.146 2.203  C55 1.097
83 H -7.922 -3.201 0.659  C56 1.094
84 H -7.391 -1.110 0.433  C58 1.098
85 H -7.771 -0.141 1.847  C58 1.101
86 H -6.071 -0.375 1.335  C58 1.097
87 H -3.937 0.573 8.594  C60 1.096
88 H -3.898 -0.191 7.004  C60 1.100
89 H -3.495 1.534 7.179  C60 1.100
90 H -5.961 0.929 9.493  C61 1.091